The following is a DFT calculation (wB97M-V/def2-TZVPD) of C10H11NOsS as an isolated structure in a non-equilibrium geometry.

Computed properties:
LUMO level (spin up / spin down) in eV: -8.806 / -11.376
Energy relative to the best compared isomer or geometry (same formula, charge and spin) in eV: 0.000
E in eV: -25317.530
Kohn-Sham gap (spin up / spin down) in eV: 7.55 / 5.44

```
! RIJCOSX wB97M-V def2-TZVPD def2/J DEFGRID3
* xyz 2 5
Os -0.53611 -0.56761 -1.29210
C 0.09266 -0.88113 -3.12040
H 1.18400 -0.98679 -3.18630
H -0.36916 -1.77523 -3.55583
H -0.18630 -0.00942 -3.72625
H -1.79194 0.46303 -1.88590
H -2.17764 -0.40439 -1.78347
S 2.39075 1.78002 0.80494
C 2.88073 1.95524 -0.87295
C 2.00807 1.25305 -1.70464
C 0.93716 0.57390 -0.97817
C 0.98237 0.73436 0.42702
C 0.04905 0.15155 1.35278
C 0.01145 0.26015 2.76040
C -0.96564 -0.37071 3.49171
C -1.94801 -1.13845 2.86283
C -1.90198 -1.25081 1.47343
N -0.92147 -0.59381 0.74979
H 3.75127 2.53095 -1.18989
H 2.10010 1.19442 -2.78792
H 0.78333 0.86007 3.23111
H -0.98426 -0.27919 4.57855
H -2.73470 -1.64655 3.43154
H -2.65373 -1.85265 0.91974
*
```